# 1
Molecular formula: C17H23NO7
Method: DFT, ωB97M-V/def2-TZVPD

Results
HOMO energy ... -9.542 eV
Frontier orbital gap ... 9.336 eV
E_LUMO ... -0.2 eV
Electronic energy ... -1242.966205 hartree

```
48
Properties=species:S:1:pos:R:3:lowdin_charge:R:1
O -1.61 -1.58 -3.91 0.10
O 4.76 -0.49 -0.97 0.07
N 1.30 -0.62 -2.08 0.20
O -1.41 0.15 -2.42 -0.02
O 3.08 0.96 -0.56 0.02
O -3.54 -0.06 -0.06 -0.14
O 2.24 0.61 1.99 -0.14
O -1.41 1.30 2.62 -0.11
C -0.94 -0.94 -3.11 -0.39
C 3.57 -0.15 -1.07 -0.40
C 0.51 -1.31 -2.96 -0.15
C 2.63 -0.92 -1.95 -0.13
C 1.06 -2.38 -3.71 0.02
C 3.20 -1.94 -2.74 0.00
C 2.42 -2.66 -3.60 -0.05
C -3.71 1.50 2.25 -0.03
C -0.13 -0.44 3.87 -0.04
C -2.82 0.34 -2.37 -0.13
C 3.90 1.61 0.41 -0.12
C -3.45 -0.63 -1.35 -0.17
C 2.94 1.84 1.61 -0.13
C -2.29 0.11 0.65 -0.14
C 0.83 0.46 1.65 -0.14
C -2.52 0.55 2.09 -0.35
C -0.10 0.74 2.88 -0.32
H 0.38 -2.91 -4.42 0.13
H 4.26 -2.18 -2.62 0.13
H 2.88 -3.44 -4.22 0.12
H -3.86 1.71 3.32 0.09
H -4.62 1.06 1.85 0.07
H -3.56 2.42 1.68 0.09
H -1.02 -0.36 4.54 0.09
H -0.18 -1.38 3.33 0.07
H 0.77 -0.44 4.48 0.08
H -3.04 1.39 -2.11 0.14
H -3.20 0.23 -3.39 0.13
H 4.80 1.08 0.73 0.13
H 4.20 2.54 -0.06 0.13
H -4.41 -0.96 -1.69 0.12
H -2.87 -1.57 -1.30 0.13
H 3.46 2.34 2.41 0.11
H 2.14 2.55 1.24 0.13
H -1.78 -0.84 0.68 0.12
H -1.69 0.89 0.14 0.14
H 0.63 -0.55 1.31 0.12
H 0.56 1.13 0.82 0.12
H -2.69 -0.34 2.69 0.14
H 0.36 1.55 3.42 0.13
```

***

# 2
Molecular formula: C17H22N2O2
Method: DFT, ωB97M-V/def2-TZVPD

Results
HOMO energy ... -8.371 eV
Frontier orbital gap ... 9.069 eV
E_LUMO ... 0.7 eV
Electronic energy ... -920.936787 hartree

```
43
Properties=species:S:1:pos:R:3:lowdin_charge:R:1
C -4.54 3.07 1.02 0.00
C -3.43 2.36 1.09 -0.17
C -2.94 1.67 2.32 -0.15
C -1.61 2.25 2.73 -0.15
C -1.52 3.22 3.71 0.01
C -0.31 3.79 4.09 -0.28
C 0.84 3.35 3.44 -0.05
C 0.78 2.39 2.46 -0.01
C -0.43 1.83 2.09 -0.22
O -0.59 0.87 1.12 -0.05
C 0.55 0.38 0.47 -0.17
C 0.09 -0.69 -0.52 -0.19
O 1.22 -1.19 -1.19 -0.14
C 0.91 -2.19 -2.12 -0.20
C 2.22 -2.65 -2.78 -0.11
N 1.99 -3.69 -3.74 -0.10
C 2.01 -5.02 -3.53 -0.18
N 1.69 -5.70 -4.60 0.05
C 1.44 -4.77 -5.55 -0.16
C 1.62 -3.51 -5.04 -0.08
H 1.52 -2.54 -5.48 0.11
H 1.15 -5.06 -6.54 0.09
H 2.27 -5.46 -2.58 0.12
H 2.89 -3.02 -2.00 0.13
H 2.70 -1.79 -3.26 0.13
H 0.42 -3.04 -1.63 0.13
H 0.22 -1.80 -2.89 0.13
H -0.62 -0.25 -1.23 0.14
H -0.43 -1.49 0.03 0.14
H 1.07 1.17 -0.08 0.14
H 1.26 -0.07 1.18 0.14
H 1.70 2.08 1.98 0.10
H 1.79 3.78 3.71 0.11
C -0.26 4.83 5.16 -0.05
H -0.96 5.64 4.94 0.08
H -0.55 4.40 6.12 0.08
H 0.73 5.25 5.26 0.07
H -2.43 3.54 4.20 0.13
H -2.81 0.61 2.10 0.12
H -3.66 1.79 3.13 0.12
H -2.79 2.26 0.22 0.10
H -4.85 3.56 0.11 0.05
H -5.19 3.19 1.87 0.05
```

***

# 3
Molecular formula: C3H7N5
Method: DFT, ωB97M-V/def2-TZVPD

Results
HOMO energy ... -8.719 eV
Frontier orbital gap ... 9.710 eV
E_LUMO ... 1.0 eV
Electronic energy ... -392.204807 hartree

```
15
Properties=species:S:1:pos:R:3:lowdin_charge:R:1
C 0.27 -0.98 -0.14 -0.56
C -0.24 1.36 -0.86 -0.19
C -0.46 0.35 2.44 -0.04
H 0.65 -0.35 -2.00 0.02
H 1.25 -2.03 -1.90 0.20
H 0.53 -2.69 0.36 0.04
H -0.60 2.23 -0.43 0.10
H -0.18 1.97 -2.60 0.07
H -0.72 1.11 3.15 0.07
H -0.11 -0.64 2.62 0.05
N 0.77 -1.14 -1.35 0.10
N 0.18 -1.84 0.84 0.08
N -0.04 0.35 0.13 -0.03
N -0.06 1.11 -2.08 0.07
N -0.59 0.94 1.35 0.03
```

***

# 4
Molecular formula: C22H27Cl2InN3O2
Method: DFT, ωB97M-V/def2-TZVPD

Results
HOMO energy ... -10.612 eV
Frontier orbital gap ... 8.035 eV
E_LUMO ... -2.6 eV
Charge ... +1
Electronic energy ... -2279.635579 hartree

```
57
Properties=species:S:1:pos:R:3:lowdin_charge:R:1
In -0.02 -0.50 -0.20 0.81
C -1.74 -3.16 -1.27 -0.08
N -1.97 -1.87 -0.57 -0.22
C -2.88 -1.00 -1.38 -0.18
C -2.54 -0.83 -2.86 -0.14
C -1.09 -0.45 -3.18 -0.21
N -0.57 0.39 -2.11 -0.04
C -0.49 1.67 -2.31 -0.04
C -0.25 2.69 -1.34 -0.14
C 0.03 3.99 -1.84 -0.04
C 0.22 5.05 -1.00 -0.08
C 0.09 4.84 0.38 -0.05
C -0.21 3.60 0.90 0.00
C -0.38 2.49 0.06 -0.33
O -0.67 1.33 0.59 -0.13
C -2.68 -2.20 0.72 -0.17
C -2.27 -1.39 1.95 -0.15
C -0.93 -1.83 2.53 -0.19
N 0.17 -1.13 1.87 -0.05
C 1.06 -0.56 2.61 -0.05
C 2.18 0.24 2.22 -0.14
C 2.91 0.82 3.28 -0.04
C 3.99 1.63 3.06 -0.08
C 4.37 1.87 1.73 -0.05
C 3.69 1.32 0.67 0.00
C 2.58 0.48 0.89 -0.33
O 1.99 -0.05 -0.16 -0.18
H -1.08 -3.78 -0.66 0.06
H -1.27 -3.00 -2.23 0.06
H -2.69 -3.69 -1.41 0.12
H -2.92 -0.03 -0.89 0.13
H -3.89 -1.43 -1.33 0.13
H -3.21 -0.04 -3.21 0.13
H -2.81 -1.72 -3.43 0.12
H -1.03 0.06 -4.14 0.13
H -0.48 -1.35 -3.26 0.05
H -0.66 2.01 -3.33 0.14
H 0.10 4.12 -2.92 0.12
H 0.45 6.03 -1.39 0.11
H 0.23 5.67 1.06 0.11
H -0.31 3.44 1.96 0.12
H -2.49 -3.25 0.93 0.12
H -3.75 -2.10 0.55 0.13
H -3.05 -1.54 2.70 0.13
H -2.26 -0.32 1.73 0.11
H -0.80 -2.91 2.38 0.11
H -0.89 -1.65 3.60 0.12
H 0.94 -0.69 3.69 0.14
H 2.59 0.62 4.30 0.12
H 4.54 2.07 3.88 0.11
H 5.23 2.51 1.53 0.11
H 3.99 1.50 -0.35 0.12
Cl 1.49 -2.41 -1.98 0.65
C 2.31 -3.68 -1.03 -0.89
Cl 1.55 -3.94 0.53 0.60
H 3.33 -3.36 -0.89 0.04
H 2.24 -4.60 -1.61 0.04
```